[1]
5 unconnected molecules or ions with the total composition CH14N2O4, computed with ωB97M-V/def2-TZVPD.

```
21
CH14N2O4 ωB97M-V/def2-TZVPD
N -1.74946 0.11717 2.15788
C -0.88989 0.22203 0.99685
N -0.79949 1.52449 0.36995
H -1.32402 0.63817 2.92017
H -1.83456 -0.83306 2.49015
H 0.07821 -0.26103 1.14330
H -1.28143 -0.43639 0.21070
H -1.71617 1.88071 0.11589
H -0.38370 2.21842 0.98168
H 0.55851 -0.22255 -4.50702
H 0.85814 0.24318 -3.12634
O 0.91764 -0.55438 -3.68136
H 0.93028 2.04621 -2.00726
H -0.26872 1.59764 -1.35920
O 0.03771 1.77822 -2.29826
H 2.55405 -0.90791 -0.90696
H 1.30758 -1.11162 -1.79147
O 1.64180 -1.21127 -0.89317
H 0.13964 -2.85273 2.67870
H 0.63647 -1.86774 3.72778
O 0.58742 -2.00755 2.77798
```

The value obtained for the orbital gap is 9.831 eV. The HOMO energy is -9.29 eV. Its structure (SMILES) is NCN.O.O.O.O. For the electronic energy, the calculation gives -12434.332 eV. The calculation puts the relative energy (zero: lowest compared OMol25 entry of this formula, charge and spin) at 0.7200 eV.

Results of the Löwdin charge analysis, in e, for atoms 1 through 8: number 1, N, carries -0.01; number 2, C, carries -0.39; number 3, N, carries -0.01; number 4, H, carries 0.06; number 5, H, carries 0.05; number 6, H, carries 0.08; number 7, H, carries 0.12; number 8, H, carries 0.09

=====

[2]
6 unconnected molecules or ions with the total composition CH14N2O5, computed with ωB97M-V/def2-TZVPD.

```
22
CH14N2O5 ωB97M-V/def2-TZVPD
N -0.68231 -0.47965 1.96407
C -0.65208 -1.20618 0.69983
N 0.45886 -2.03879 0.57646
H -0.49376 -1.06066 2.79001
H -1.64728 -1.57201 0.34113
H -0.47579 -0.36364 -0.05341
H 1.25002 -1.39496 0.48683
H -1.45998 2.68303 0.58271
H 0.91183 1.83661 -0.97933
O -0.92412 2.08777 0.04805
H -1.51090 1.38649 -0.39961
H -2.38778 0.65283 -2.19748
O -1.83532 0.37818 -1.45671
H 0.47643 -2.54360 -0.33690
H 1.91247 1.00173 -0.10873
O 1.70465 1.28455 -1.02287
H 1.17731 -0.24804 -2.18162
H -0.37555 -0.49364 -2.05954
O 0.49300 -0.93103 -2.29255
H 2.19700 0.60676 2.17910
H 0.13824 0.15999 2.00828
O 1.72506 0.25425 1.41227
```

The value obtained for the orbital gap is 3.982 eV. The HOMO energy is -9.52 eV. For the electronic energy, the calculation gives -14474.012 eV. The calculation puts the relative energy (zero: lowest compared OMol25 entry of this formula, charge and spin) at 8.4809 eV.

Results of the Löwdin charge analysis, in e, for atoms 1 through 8: number 1, N, carries 0.17; number 2, C, carries -0.31; number 3, N, carries 0.14; number 4, H, carries 0.11; number 5, H, carries 0.17; number 6, H, carries 0.11; number 7, H, carries 0.08; number 8, H, carries 0.05

=====

[3]
5 unconnected molecules or ions with the total composition CH14NO4, computed with ωB97M-V/def2-TZVPD.

```
20
CH14NO4 ωB97M-V/def2-TZVPD
C 0.23475 0.17879 -1.53878
N 1.05038 0.71418 -0.27035
H 0.68360 0.65134 -2.39093
H -0.82054 0.47588 -1.47989
H 0.24804 -0.94532 -1.35013
H 2.02859 0.18445 -0.02274
H 1.35965 1.65400 -0.43178
H 0.48246 0.80568 0.61298
H -2.02810 3.05916 -1.08355
H -0.90882 3.16025 -2.13834
O -1.49493 2.48755 -1.62027
H -2.03405 -2.98987 3.28897
H -2.77967 -2.16860 2.01905
O -2.13481 -2.15119 2.77587
H -0.25556 -0.86968 1.86292
H -1.27667 0.07950 2.41508
O -0.69915 0.03903 1.61228
H 3.91624 -1.29156 -0.81373
H 2.63140 -1.97970 -1.05421
O 3.07792 -1.11258 -1.30646
```

The value obtained for the orbital gap is 11.651 eV. As for the net charge: +1. The HOMO energy is -14.80 eV. For the electronic energy, the calculation gives -10937.363 eV. The calculation puts the relative energy (zero: lowest compared OMol25 entry of this formula, charge and spin) at 1.9918 eV.

Results of the Löwdin charge analysis, in e, for atoms 1 through 8: number 1, C, carries 0.00; number 2, N, carries 0.09; number 3, H, carries 0.08; number 4, H, carries 0.06; number 5, H, carries 0.11; number 6, H, carries 0.19; number 7, H, carries 0.12; number 8, H, carries 0.09

=====

[4]
6 unconnected molecules or ions with the total composition CH14O5S2, computed with ωB97M-V/def2-TZVPD.

```
22
CH14O5S2 ωB97M-V/def2-TZVPD
C -0.63020 -1.80141 4.07881
S -1.27964 -1.50763 2.38536
S 0.55325 -1.22789 1.35911
H 0.05237 -0.99781 4.27897
H -0.22879 -2.80389 4.21635
H -1.60245 -1.66845 4.56368
H 0.44767 -2.53443 1.04191
H 2.33474 0.17817 -0.05193
H 2.95604 0.99573 -1.17292
O 2.23839 1.00745 -0.53531
H -3.18119 0.61342 -0.45136
H -1.82510 0.00432 -0.23270
O -2.77076 -0.19432 -0.12983
H -0.46070 1.40153 -1.89465
H 0.28770 1.01850 -0.70596
O -0.58697 1.36416 -0.93871
H 2.73973 5.53605 -4.52788
H 3.89587 4.76335 -4.98638
O 2.97397 4.63298 -4.82272
H 0.02201 -1.06278 -2.70318
H -1.35056 -0.87865 -3.18287
O -0.45796 -0.66357 -3.44716
```

The value obtained for the orbital gap is 9.112 eV. The HOMO energy is -9.12 eV. Its structure (SMILES) is CSS.O.O.O.O.O. For the electronic energy, the calculation gives -33171.826 eV. The calculation puts the relative energy (zero: lowest compared OMol25 entry of this formula, charge and spin) at 1.1568 eV.

Results of the Löwdin charge analysis, in e, for atoms 1 through 8: number 1, C, carries -0.46; number 2, S, carries 0.42; number 3, S, carries 0.35; number 4, H, carries 0.01; number 5, H, carries 0.03; number 6, H, carries 0.02; number 7, H, carries -0.19; number 8, H, carries -0.01

=====

[5]
6 unconnected molecules or ions with the total composition CH14O6, computed with ωB97M-V/def2-TZVPD.

```
21
CH14O6 ωB97M-V/def2-TZVPD
C 2.67917 0.01468 -2.17133
O 1.27362 -0.24552 -2.01788
H 3.13603 -0.21887 -1.21522
H 2.84455 1.07788 -2.29649
H 3.05551 -0.48538 -3.04319
H 1.12082 -0.94923 -2.65382
H -3.93202 -3.05698 0.62183
H -2.85941 -3.44659 -0.35712
O -3.72125 -3.00487 -0.31622
H -0.27592 2.21533 3.49194
H -0.43037 2.86383 2.10672
O -0.53655 2.03422 2.58437
H -0.70560 5.37936 0.65569
H 0.36957 4.46496 0.11684
O 0.22716 5.16111 0.76762
H -0.42879 -2.20942 -1.24827
H 0.27071 -3.02909 -2.19081
O -0.58130 -3.03763 -1.73277
H -0.36033 -1.57390 3.61231
H -0.51796 -0.49930 2.59299
O -0.62764 -1.45459 2.69281
```

The value obtained for the orbital gap is 11.086 eV. The HOMO energy is -10.77 eV. Its structure (SMILES) is CO.O.O.O.O.O. For the electronic energy, the calculation gives -13548.275 eV. The calculation puts the relative energy (zero: lowest compared OMol25 entry of this formula, charge and spin) at 1.3861 eV.

Results of the Löwdin charge analysis, in e, for atoms 1 through 8: number 1, C, carries -0.13; number 2, O, carries -0.13; number 3, H, carries 0.08; number 4, H, carries 0.07; number 5, H, carries 0.08; number 6, H, carries 0.05; number 7, H, carries 0.03; number 8, H, carries 0.02

=====

[6]
6 unconnected molecules or ions with the total composition CH14O6, computed with ωB97M-V/def2-TZVPD.

```
21
CH14O6 ωB97M-V/def2-TZVPD
O -0.96013 -0.67429 0.07055
H -0.47547 -1.53845 0.21904
H -1.20548 -0.29417 0.96150
H -0.38226 -0.00611 -0.43592
C -0.03410 2.47549 -0.58658
O 0.30949 1.33792 -1.29918
H 0.85441 3.00502 -0.20243
H -0.49903 3.27091 -1.18994
H -0.70088 2.28300 0.27308
O 0.05168 -1.33678 -2.77760
H -0.78110 -1.36163 -3.25703
H 0.19102 -0.39735 -2.57745
O 2.92421 0.18893 0.03906
H 2.05711 0.45372 -0.31462
H 3.13260 0.86151 0.69318
O -1.57639 0.39001 2.41438
H -2.01224 -0.17560 3.06298
H -2.05693 1.22632 2.45253
O 0.18329 -2.94487 0.65576
H 0.43115 -3.78298 0.25151
H 0.54907 -2.98061 1.54719
```

The value obtained for the orbital gap is 7.033 eV. The HOMO energy is -7.36 eV. For the electronic energy, the calculation gives -13547.404 eV. The calculation puts the relative energy (zero: lowest compared OMol25 entry of this formula, charge and spin) at 2.2567 eV.

Results of the Löwdin charge analysis, in e, for atoms 1 through 8: number 1, O, carries 0.17; number 2, H, carries 0.08; number 3, H, carries 0.08; number 4, H, carries 0.08; number 5, C, carries -0.34; number 6, O, carries -0.40; number 7, H, carries 0.05; number 8, H, carries 0.05

=====

[7]
6 unconnected molecules or ions with the total composition CH14O6, computed with ωB97M-V/def2-TZVPD.

```
21
CH14O6 ωB97M-V/def2-TZVPD
C -0.55827 -1.02968 1.35806
O -1.52644 -1.64662 0.49777
H -0.61752 0.05963 1.26927
H -0.77911 -1.15728 2.44104
H 0.42020 -1.45524 1.14406
H -1.18303 -2.54352 0.36253
O 0.84486 -2.69651 -2.25511
H 0.56153 -1.76562 -2.29137
H 0.37765 -3.05099 -3.02339
O -1.31104 2.07413 0.64812
H -1.46554 1.57297 -0.18105
H -2.14888 2.31982 1.06188
O -0.95567 0.34392 -1.32568
H 0.00696 0.39582 -1.26275
H -1.27558 -0.41274 -0.81913
O 1.46471 2.37271 1.47742
H 1.69084 3.18852 1.95884
H 0.50641 2.46766 1.32533
O 1.77634 0.04905 -0.94560
H 1.54867 0.58682 -0.15723
H 2.62291 0.32714 -1.28299
```

The value obtained for the orbital gap is 11.277 eV. The HOMO energy is -10.68 eV. Its structure (SMILES) is CO.O.O.O.O.O. For the electronic energy, the calculation gives -13549.212 eV. The calculation puts the relative energy (zero: lowest compared OMol25 entry of this formula, charge and spin) at 0.4491 eV.

Results of the Löwdin charge analysis, in e, for atoms 1 through 8: number 1, C, carries -0.14; number 2, O, carries -0.13; number 3, H, carries 0.05; number 4, H, carries 0.09; number 5, H, carries 0.09; number 6, H, carries 0.10; number 7, O, carries -0.07; number 8, H, carries 0.01

=====

[8]
A molecular structure, CH15CdO10, computed with ωB97M-V/def2-TZVPD.

```
27
CH15CdO10 ωB97M-V/def2-TZVPD
Cd 10.04352 15.72004 -2.35706
C 7.44618 16.99589 -0.81998
O 8.39285 16.31397 -1.16478
O 6.32079 16.72048 -1.45574
O 7.51926 18.02243 -0.09761
H 6.21052 15.92911 -1.94088
O 8.80342 17.28961 -3.82522
H 8.94991 17.41174 -4.77455
H 7.83680 17.32498 -3.97121
O 8.38260 14.41147 -3.45066
H 8.32412 14.37220 -4.41423
H 8.37075 13.50504 -3.15891
O 10.84156 16.04290 0.04421
H 10.87627 15.23921 0.57977
H 11.76001 16.37729 0.04806
O 10.77457 13.51519 -2.12757
H 10.80691 13.24997 -1.23508
H 11.45231 12.95197 -2.54088
O 10.84581 18.15893 -1.93979
H 10.89729 18.93441 -2.55245
H 10.70327 18.58422 -1.07238
O 12.56344 15.69818 -2.43407
H 13.09794 16.50263 -2.42367
H 13.17666 15.13637 -2.96939
O 10.81550 15.39797 -4.69502
H 11.72653 15.43171 -4.96752
H 10.45577 14.63275 -5.12752
```

The value obtained for the orbital gap is 6.594 eV. As for the net charge: +1. The HOMO energy is -10.65 eV. For the electronic energy, the calculation gives -26314.093 eV.

Results of the Löwdin charge analysis, in e, for atoms 1 through 8: number 1, Cd, carries 1.49; number 2, C, carries -0.86; number 3, O, carries -0.15; number 4, O, carries 0.11; number 5, O, carries 0.01; number 6, H, carries 0.08; number 7, O, carries -0.10; number 8, H, carries 0.06

=====

Please write out number 5 again, unchanged.
6 unconnected molecules or ions with the total composition CH14O6, computed with ωB97M-V/def2-TZVPD.

```
21
CH14O6 ωB97M-V/def2-TZVPD
C 2.67917 0.01468 -2.17133
O 1.27362 -0.24552 -2.01788
H 3.13603 -0.21887 -1.21522
H 2.84455 1.07788 -2.29649
H 3.05551 -0.48538 -3.04319
H 1.12082 -0.94923 -2.65382
H -3.93202 -3.05698 0.62183
H -2.85941 -3.44659 -0.35712
O -3.72125 -3.00487 -0.31622
H -0.27592 2.21533 3.49194
H -0.43037 2.86383 2.10672
O -0.53655 2.03422 2.58437
H -0.70560 5.37936 0.65569
H 0.36957 4.46496 0.11684
O 0.22716 5.16111 0.76762
H -0.42879 -2.20942 -1.24827
H 0.27071 -3.02909 -2.19081
O -0.58130 -3.03763 -1.73277
H -0.36033 -1.57390 3.61231
H -0.51796 -0.49930 2.59299
O -0.62764 -1.45459 2.69281
```

The value obtained for the orbital gap is 11.086 eV. The HOMO energy is -10.77 eV. Its structure (SMILES) is CO.O.O.O.O.O. For the electronic energy, the calculation gives -13548.275 eV. The calculation puts the relative energy (zero: lowest compared OMol25 entry of this formula, charge and spin) at 1.3861 eV.

Results of the Löwdin charge analysis, in e, for atoms 1 through 8: number 1, C, carries -0.13; number 2, O, carries -0.13; number 3, H, carries 0.08; number 4, H, carries 0.07; number 5, H, carries 0.08; number 6, H, carries 0.05; number 7, H, carries 0.03; number 8, H, carries 0.02

=====

Which of these has the lowest orbital gap? CH14N2O5